A structure of composition C33H78F12KN6O7PS2, computed with wB97M-V/def2-TZVPD.

Last column: Mulliken charge in e.
Cartesian coordinates (Å):
K  24.57402  -4.85945  -8.99435  1.05
P  25.25600  -5.23761  -5.42403  1.96
F  25.90638  -6.16562  -6.60783  -0.59
F  25.50898  -6.46067  -4.35465  -0.41
F  26.83221  -4.91508  -5.14912  -0.64
F  24.82817  -4.20192  -4.18789  -0.43
F  25.19552  -3.96456  -6.41257  -0.52
F  23.72000  -5.61688  -5.78392  -0.31
C  30.68211  -8.44531  -5.55559  -0.86
N  29.39002  -9.12964  -5.51980  0.09
C  29.55374  -10.47139  -4.79250  -0.93
C  28.36185  -8.21754  -4.79629  -0.94
C  28.93611  -9.47124  -6.98783  -0.60
C  27.95663  -10.66001  -7.15227  -0.80
O  26.75183  -10.58150  -6.45382  -0.33
H  30.87204  -8.08031  -4.54623  0.38
H  30.56913  -7.67268  -6.31610  0.39
H  31.52769  -9.03203  -5.91455  0.39
H  30.01966  -10.34696  -3.81498  0.37
H  30.15113  -11.18487  -5.36009  0.39
H  28.56415  -10.88833  -4.60548  0.36
H  28.82945  -7.75395  -3.92764  0.50
H  27.45502  -8.80183  -4.64011  0.17
H  28.21002  -7.37256  -5.46789  0.32
H  29.89260  -9.85472  -7.34302  0.46
H  28.68481  -8.52994  -7.47662  0.40
H  28.47628  -11.59502  -6.94294  0.43
H  27.63881  -10.75933  -8.19017  0.57
H  26.15808  -11.23411  -6.83220  0.23
C  27.24504  -1.56309  -6.90867  -0.84
N  28.43356  -1.48201  -5.89555  -0.06
C  28.69697  -2.87886  -5.34826  -0.92
C  29.71237  -1.05550  -6.73107  -0.85
C  28.15197  -0.40608  -4.80710  -0.30
C  29.23094  -0.16061  -3.78004  -0.87
O  29.55165  -1.25614  -3.06626  -0.42
H  27.64651  -2.24017  -7.66265  0.44
H  27.09390  -0.56795  -7.32695  0.43
H  26.35853  -1.86656  -6.35180  0.20
H  27.92766  -2.99532  -4.58490  0.12
H  29.67918  -2.72301  -4.90208  0.49
H  28.63550  -3.52936  -6.22070  0.47
H  30.46525  -0.78350  -5.99129  0.38
H  29.65319  -0.19035  -7.39146  0.34
H  30.07124  -1.95991  -7.22233  0.39
H  27.29236  -0.89829  -4.35226  0.24
H  27.76927  0.48677  -5.30153  0.37
H  28.93434  0.54968  -3.00829  0.53
H  30.09989  0.29946  -4.25054  0.47
H  30.20666  -0.91314  -2.45395  0.33
C  21.64940  -9.86830  -5.98692  -0.90
N  22.59432  -10.04912  -4.78708  0.31
C  23.60418  -11.13875  -5.13494  -1.05
C  23.42226  -8.72649  -4.76799  -1.37
C  21.77873  -10.32868  -3.50344  -0.67
C  22.63648  -10.51727  -2.26066  -0.73
O  23.40314  -9.42137  -1.84414  -0.32
H  22.34595  -9.65373  -6.79740  0.38
H  20.78929  -9.20028  -5.94152  0.33
H  21.13183  -10.80539  -6.19204  0.42
H  23.96401  -10.93551  -6.14356  0.41
H  23.05286  -12.06863  -4.99541  0.35
H  24.50496  -11.16750  -4.52185  0.45
H  24.36141  -8.95519  -4.26421  0.41
H  22.76625  -8.03571  -4.23830  0.43
H  23.58782  -8.40577  -5.79651  0.44
H  21.21792  -11.26027  -3.57907  0.42
H  20.96032  -9.61383  -3.41797  0.40
H  23.24222  -11.42129  -2.32321  0.45
H  21.93553  -10.77906  -1.46805  0.48
H  23.84805  -9.88171  -1.12877  0.28
C  18.41216  -1.85781  -9.88470  -1.36
C  19.23421  -1.16929  -8.83766  -0.09
C  19.27044  -1.90167  -7.42681  -0.91
N  20.30783  -1.37186  -6.42245  0.28
C  19.98540  0.04410  -5.82542  -0.96
C  21.73694  -1.56035  -6.91215  -1.13
C  22.05097  -3.07348  -6.68373  1.05
C  21.19318  -3.49473  -5.46909  -0.53
C  20.32060  -2.23686  -5.09013  -0.40
H  18.49466  -2.94463  -9.87462  0.32
H  18.43093  -1.54361  -10.92826  0.36
H  17.42177  -1.64239  -9.48368  0.35
H  18.79801  -0.22275  -8.51844  0.37
H  20.24932  -1.19319  -9.23399  0.22
H  19.42611  -2.98037  -7.40999  0.49
H  18.34177  -1.86863  -6.85711  0.44
H  20.70479  0.18664  -5.01904  0.40
H  18.94227  0.17158  -5.53607  0.35
H  20.10571  0.67240  -6.70796  0.45
H  22.46539  -0.94430  -6.38494  0.37
H  21.78648  -1.33319  -7.97706  0.39
H  23.08243  -3.38592  -6.52078  -0.74
H  21.79058  -3.67030  -7.55786  0.43
H  21.84564  -3.90306  -4.69730  -0.05
H  20.52126  -4.28886  -5.79465  0.61
H  20.87977  -1.73366  -4.30132  -0.22
H  19.36616  -2.67190  -4.79371  0.47
C  21.74707  -5.59888  -1.22016  -1.54
C  23.01777  -4.87906  -0.83409  0.91
C  24.23300  -5.85433  -1.09233  -0.47
N  25.52487  -5.38834  -0.40931  0.28
C  25.53317  -5.70303  1.16502  -0.93
C  25.89500  -3.83885  -0.86103  0.39
C  27.31930  -3.78767  -1.21062  -0.74
C  27.62789  -5.13847  -1.88999  0.47
C  26.75141  -6.14338  -1.07645  -0.54
H  21.20013  -6.29757  -0.58707  0.44
H  21.69678  -5.98584  -2.23793  0.12
H  20.99474  -4.83145  -1.40219  0.43
H  22.97230  -4.52515  0.19586  0.43
H  23.16510  -4.04198  -1.51650  -0.71
H  24.42974  -5.83780  -2.16429  -0.02
H  24.00155  -6.89684  -0.87392  0.42
H  26.42154  -5.26992  1.62473  0.39
H  25.37377  -6.77897  1.23600  0.37
H  24.70291  -5.11116  1.55031  0.36
H  25.72279  -2.97915  -0.21344  0.36
H  25.28592  -3.66522  -1.74815  -0.57
H  28.00139  -3.52890  -0.40074  0.52
H  27.43540  -2.99489  -1.94962  0.03
H  28.68761  -5.28400  -1.68043  0.74
H  27.47344  -5.11322  -2.96870  -0.85
H  27.40795  -6.50046  -0.28301  0.39
H  26.31992  -6.98620  -1.61641  0.27
C  23.52753  -0.74359  -2.77987  0.59
F  24.83124  -0.76207  -2.60718  -0.08
F  23.06216  0.28757  -3.53687  -0.18
F  23.20681  -1.88343  -3.38976  -0.04
S  22.49940  -0.85261  -1.15281  0.98
O  21.27799  -1.61486  -1.52466  -0.57
O  23.30348  -1.63290  -0.26944  -0.63
N  22.35531  0.80376  -0.62135  -0.34
S  20.94368  1.10664  -1.11772  1.03
O  20.77126  1.18428  -2.56769  -0.46
O  19.87985  0.37476  -0.36263  -0.34
C  20.47087  2.93672  -0.40774  0.59
F  20.61007  2.90558  0.94206  -0.15
F  21.24159  3.77850  -1.09768  -0.16
F  19.25457  3.09486  -0.73640  -0.14

Output
Spin multiplicity: 2
E_tot (eV): -138603.427
Max |F| (eV Å⁻¹): 6.32
HOMO energy (spin up / spin down) (eV): -20.123 / -19.881
HOMO-LUMO gap (spin up / spin down) (eV): 9.46 / 6.38
Total charge: +5

***

A structure of composition C17H27BrIN2O2PRbSbSe4, computed with wB97M-V/def2-TZVPD.

Last column: natural (NBO) charge in e.
Cartesian coordinates (Å):
Rb  1.62639  -1.47110  1.37925  0.91
O  2.13643  -1.68265  4.82795  -0.75
C  1.94644  -1.18785  6.04155  0.39
C  0.72010  -1.29058  6.77184  -0.30
C  0.58156  -0.62897  7.92172  0.03
N  1.63980  0.14823  8.46999  -0.50
C  2.66290  0.31535  7.65876  0.19
Br  4.07548  1.43973  8.29063  -0.03
C  2.91254  -0.33602  6.45476  -0.38
H  1.31189  -2.15058  4.38511  0.50
H  -0.00193  -2.02024  6.39252  0.27
H  -0.34618  -0.76453  8.45086  0.20
H  3.86328  -0.13549  5.96725  0.23
C  -0.90273  -0.98439  -3.47960  -0.63
C  0.30902  -1.18890  -2.55809  -0.72
P  1.85529  -0.37835  -3.15413  0.73
C  1.95174  -1.17408  -4.82783  -0.72
C  3.47906  -1.19588  -5.53532  -0.61
C  1.23344  1.31597  -3.86547  -0.67
C  2.27490  2.00678  -4.93755  -0.62
H  -1.77220  -1.55323  -3.08055  0.24
H  -0.68612  -1.23168  -4.52633  0.19
H  -1.32946  0.02372  -3.40208  0.21
H  0.54498  -2.31509  -2.45302  0.24
H  -0.04652  -0.79652  -1.62544  0.26
H  1.23169  -0.67548  -5.45408  0.20
H  1.53886  -2.23415  -4.75848  0.22
H  3.85297  -0.17957  -5.28898  0.21
H  3.38351  -1.40789  -6.61491  0.20
H  4.07788  -1.99991  -5.05949  0.21
H  1.03210  2.01659  -3.08942  0.25
H  0.29417  1.11676  -4.31357  0.20
H  3.27147  2.01289  -4.47378  0.20
H  1.98543  3.10252  -5.06093  0.21
H  2.39877  1.47132  -5.85900  0.20
C  0.67655  2.56439  -0.10189  -0.25
O  -0.13638  2.62693  -1.25033  -0.77
H  0.07461  2.14008  0.69359  0.20
H  1.12219  3.58163  0.12130  0.16
H  1.49388  1.85582  -0.29627  0.15
H  -1.02132  2.33977  -1.04180  0.50
Se  0.29928  -3.87473  3.50111  -0.94
Sb  -1.64863  -2.47845  2.59589  1.03
Se  -1.35101  -0.21711  3.19054  -0.93
Se  -1.36370  -2.74734  0.08315  -1.01
Se  -3.74382  -3.31939  3.52851  -0.86
I  -7.18797  2.36261  -0.74044  0.09
C  -5.32025  1.51978  -0.40416  -0.20
C  -5.19358  0.32181  0.21879  -0.23
C  -3.91845  -0.16683  0.38593  -0.19
C  -2.80939  0.72474  0.04827  0.06
N  -3.01558  1.97854  -0.34546  -0.48
C  -4.20570  2.35795  -0.56260  0.01
H  -6.01285  -0.38623  0.35020  0.23
H  -3.62034  -1.03421  1.01229  0.28
H  -1.82277  0.49877  0.33182  0.22
H  -4.40172  3.36474  -0.91253  0.18

Output
E_tot (eV): -381154.952
Max |F| (eV Å⁻¹): 4.09
Energy above the lowest of the compared OMol25 structures with the same formula, charge and spin (kJ/mol): 88.4
HOMO energy (eV): -1.458
HOMO-LUMO gap (eV): 4.70
Total charge: -2

***

A structure of composition C12H22BCl8F3I2, computed with wB97M-V/def2-TZVPD.

Last column: natural (NBO) charge in e.
Cartesian coordinates (Å):
C  4.81131  -1.87098  0.00435  -0.64
C  4.06049  -0.82379  -0.83902  -0.29
I  5.63697  0.36386  -1.76851  0.07
C  3.29510  -1.62091  -1.97226  -0.75
I  3.44640  -0.55173  -3.84527  0.17
B  1.75173  -1.75119  -1.76141  0.60
C  0.97825  -1.51788  -0.37149  0.71
F  1.69070  -1.65814  0.73731  -0.32
F  0.37551  -0.32719  -0.38508  -0.32
F  -0.00617  -2.43226  -0.28526  -0.33
H  5.03612  -1.51108  0.99726  0.23
H  5.73411  -2.09551  -0.50959  0.22
H  4.25953  -2.80501  0.02491  0.21
H  3.41882  -0.20645  -0.23174  0.22
H  3.76389  -2.59845  -2.04137  0.28
H  1.07452  -2.01688  -2.69715  -0.05
Cl  3.46498  -3.75103  -4.88279  -0.06
C  3.01586  -5.46444  -4.68410  -0.40
C  2.31048  -5.71071  -3.37488  -0.38
Cl  3.39662  -5.50561  -1.97267  -0.07
H  3.91869  -6.06403  -4.77144  0.22
H  2.35255  -5.72005  -5.50901  0.23
H  1.94131  -6.73417  -3.34145  0.23
H  1.46783  -5.03552  -3.24561  0.22
Cl  -1.80549  0.49812  5.11053  -0.07
C  -1.52719  1.04709  3.43503  -0.39
C  -0.15431  0.68565  2.93599  -0.39
Cl  1.13089  1.59937  3.77131  -0.07
H  -1.69272  2.12035  3.40043  0.23
H  -2.28058  0.56521  2.81612  0.23
H  -0.07550  0.92595  1.87723  0.23
H  0.05121  -0.37437  3.06463  0.22
Cl  -5.08672  6.13243  2.78672  -0.06
C  -3.61990  5.68102  3.69367  -0.39
C  -2.39186  5.66919  2.82005  -0.39
Cl  -2.43825  4.34997  1.62364  -0.06
H  -3.79252  4.70879  4.14881  0.22
H  -3.49784  6.41620  4.48736  0.22
H  -1.50628  5.51182  3.43424  0.23
H  -2.27553  6.60645  2.28186  0.22
Cl  -3.66246  1.18803  0.80714  -0.07
C  -5.19748  1.76609  0.11053  -0.38
C  -5.10157  1.97764  -1.37837  -0.39
Cl  -4.03801  3.34426  -1.79503  -0.05
H  -5.47497  2.68164  0.62819  0.23
H  -5.94891  1.00832  0.32672  0.22
H  -6.08747  2.20804  -1.77880  0.22
H  -4.72214  1.09193  -1.88173  0.22

Output
E_tot (eV): -138010.367
Max |F| (eV Å⁻¹): 1.93
HOMO energy (eV): -8.100
HOMO-LUMO gap (eV): 7.46
Total charge: 0

***

A structure of composition C34H32IrN12S, computed with wB97M-V/def2-TZVPD.

Last column: Mulliken charge in e.
Cartesian coordinates (Å):
Ir  0.10059  0.05525  0.17027  2.27
C  -4.22135  1.08615  0.25484  -0.88
C  -2.88889  0.97694  0.61927  -0.34
N  -1.97852  0.39955  -0.16922  -0.01
C  -2.41630  -0.06623  -1.38368  0.34
C  -3.78735  0.01867  -1.70162  -0.26
N  -4.63467  0.57554  -0.89390  -0.46
C  -1.40622  -0.59887  -2.25585  0.04
C  -1.61659  -1.04844  -3.55026  -0.56
C  -0.55394  -1.51618  -4.33887  1.24
C  0.72091  -1.45198  -3.75183  -0.58
C  0.89521  -0.99704  -2.45416  0.12
N  -0.16325  -0.60126  -1.69392  -0.05
C  2.15270  -0.88752  -1.76487  0.23
C  3.39589  -1.23780  -2.32645  -0.22
N  4.49718  -1.13064  -1.65003  -0.46
C  4.47560  -0.67485  -0.41157  -0.77
C  3.26651  -0.32019  0.17004  -0.15
N  2.10490  -0.41717  -0.47796  -0.03
C  -0.75920  -2.03925  -5.70501  1.09
C  0.31237  -2.52552  -6.46829  -0.65
C  0.07618  -3.02323  -7.74538  -0.51
N  -1.13751  -3.02564  -8.20472  -0.47
C  -2.18552  -2.59561  -7.57077  -0.51
C  -2.03427  -2.08067  -6.28700  -0.63
H  -4.94896  1.57549  0.88447  0.46
H  -2.57481  1.36593  1.57551  0.49
H  -4.18085  -0.38132  -2.62454  0.49
H  -2.61838  -1.01208  -3.94005  0.36
H  1.59048  -1.74993  -4.30977  0.37
H  3.47497  -1.60191  -3.33813  0.52
H  5.41449  -0.59083  0.11444  0.47
H  3.26492  0.03071  1.18529  0.34
H  1.32770  -2.52783  -6.11483  0.32
H  0.87153  -3.41469  -8.36936  0.41
H  -3.15108  -2.65592  -8.06021  0.41
H  -2.91428  -1.71943  -5.78464  0.33
C  0.02738  2.43258  2.40657  -0.72
N  0.34494  0.96174  2.31807  0.55
C  -0.54525  0.25965  3.30464  -0.87
N  -0.43178  0.80653  4.62684  0.19
C  -0.78285  2.22243  4.64163  -0.67
N  0.13635  2.91451  3.75566  0.13
C  1.49166  2.78358  4.26250  -0.69
N  1.81158  1.36273  4.23536  0.24
C  1.73039  0.84942  2.90107  -1.24
C  0.92335  0.64025  5.12941  -0.65
H  -0.98888  2.61925  2.05075  0.28
H  0.73256  2.97941  1.77369  0.35
H  -0.26425  -0.79825  3.33290  0.25
H  -1.58683  0.33971  2.99047  0.31
H  -0.69397  2.61315  5.65594  0.34
H  -1.81042  2.36098  4.30063  0.32
H  1.55615  3.16419  5.28205  0.33
H  2.18752  3.34042  3.63369  0.33
H  2.01107  -0.20864  2.91426  0.38
H  2.41111  1.43737  2.27986  0.50
H  1.00130  1.03624  6.14096  0.35
H  1.18699  -0.41999  5.13893  0.31
S  -1.65374  -6.65204  0.68308  0.04
C  -1.14806  -4.92507  0.77858  -0.01
C  0.15707  -4.54691  0.49008  -0.97
C  0.48498  -3.20220  0.52684  -0.30
N  -0.39194  -2.24574  0.82882  -0.01
C  -1.64070  -2.61329  1.11351  -0.10
C  -2.06523  -3.93119  1.09757  -0.93
C  -1.22704  -7.08944  2.38771  0.33
C  0.03159  -7.60239  2.65927  -0.09
C  0.31661  -7.92175  3.98826  -0.48
N  -0.58656  -7.73158  4.90456  0.10
C  -1.78832  -7.28108  4.68750  -0.49
C  -2.16988  -6.93099  3.39120  -0.12
H  0.90727  -5.27285  0.22369  0.53
H  1.49565  -2.89067  0.30821  0.55
H  -2.33755  -1.82958  1.37217  0.50
H  -3.09340  -4.16661  1.31715  0.57
H  0.75847  -7.77806  1.88429  0.48
H  1.27105  -8.33357  4.28932  0.43
H  -2.46274  -7.19858  5.52985  0.43
H  -3.16849  -6.58066  3.18953  0.47

Output
Spin multiplicity: 2
E_tot (eV): -67290.217
Max |F| (eV Å⁻¹): 2.98
HOMO energy (spin up / spin down) (eV): -17.319 / -17.319
HOMO-LUMO gap (spin up / spin down) (eV): 3.27 / 3.26
Total charge: +4